Formula: C2H9NS2
Source: OMol25
Level of theory: the ωB97M-V functional and the def2-TZVPD basis

Properties
Relative energy (zero: lowest compared OMol25 entry of this formula, charge and spin) ... 24.70 kcal per mole
Highest occupied orbital energy ... -8.37 eV
Structure (SMILES) ... CCN.SS

Geometry as ORCA input:
```
! RIJCOSX wB97M-V def2-TZVPD def2/J DEFGRID3
* xyz 0 1
S 2.60 1.79 -2.22
S 2.41 0.06 -1.06
H 2.09 1.25 -3.34
H 2.76 0.79 0.01
C -1.77 0.16 0.05
C -0.43 -0.42 0.51
N -0.44 -1.30 1.67
H -2.23 -0.54 -0.65
H -1.58 1.06 -0.55
H -2.42 0.46 0.87
H 0.18 0.44 0.79
H 0.00 -0.92 -0.35
H 0.08 -0.95 2.45
H -1.24 -1.88 1.83
*
```

***

Formula: C2H9NS2
Source: OMol25
Level of theory: the ωB97M-V functional and the def2-TZVPD basis

Properties
Relative energy (zero: lowest compared OMol25 entry of this formula, charge and spin) ... 45.75 kcal per mole
Highest occupied orbital energy ... -8.81 eV
Structure (SMILES) ... CCN.SS

Geometry as ORCA input:
```
! RIJCOSX wB97M-V def2-TZVPD def2/J DEFGRID3
* xyz 0 1
S -1.03 -2.28 1.44
S -2.85 -2.25 2.82
H -0.24 -2.02 2.43
H -3.62 -2.09 1.70
C 0.89 2.10 -0.81
C 0.34 0.57 -0.78
N 1.17 -0.59 -1.16
H 1.29 2.44 0.14
H 0.11 2.97 -1.12
H 1.54 2.29 -1.73
H -0.55 0.45 -1.42
H -0.05 0.23 0.16
H 0.88 -1.44 -0.70
H 2.12 -0.39 -0.98
*
```

***

Formula: C2H9NS2
Source: OMol25
Level of theory: the ωB97M-V functional and the def2-TZVPD basis

Properties
Relative energy (zero: lowest compared OMol25 entry of this formula, charge and spin) ... 15.90 kcal per mole
Highest occupied orbital energy ... -8.65 eV
Structure (SMILES) ... CCN.SS

Geometry as ORCA input:
```
! RIJCOSX wB97M-V def2-TZVPD def2/J DEFGRID3
* xyz 0 1
S 0.60 -0.35 -1.53
S -0.13 -2.26 -1.82
H -0.07 0.14 -2.57
H 0.41 -2.76 -0.72
C -0.14 1.87 3.40
C -0.11 1.13 2.08
N -0.67 1.96 1.02
H 0.61 2.67 3.42
H 0.21 1.20 4.19
H -1.13 2.29 3.57
H -0.69 0.22 2.20
H 0.92 0.83 1.86
H -0.68 1.44 0.15
H -0.11 2.79 0.90
*
```

***

Formula: C2H9NS2
Source: OMol25
Level of theory: the ωB97M-V functional and the def2-TZVPD basis

Properties
Relative energy (zero: lowest compared OMol25 entry of this formula, charge and spin) ... 96.13 kcal per mole
Highest occupied orbital energy ... -9.04 eV

Geometry as ORCA input:
```
! RIJCOSX wB97M-V def2-TZVPD def2/J DEFGRID3
* xyz 0 1
S 0.24 1.18 -2.32
H -1.06 0.78 -2.49
C -0.44 0.04 0.83
C 0.60 -0.84 0.23
S 0.33 -2.65 0.59
N -0.01 1.43 0.79
H -0.57 -0.23 1.88
H -1.35 -0.22 0.26
H 1.58 -0.64 0.66
H 0.67 -0.89 -0.87
H -0.90 -2.68 -0.02
H -0.53 2.11 1.41
H -0.02 1.76 -0.20
H 1.47 0.84 -0.76
*
```

***

Formula: C2H9NS2
Source: OMol25
Level of theory: the ωB97M-V functional and the def2-TZVPD basis

Properties
Relative energy (zero: lowest compared OMol25 entry of this formula, charge and spin) ... 69.71 kcal per mole
Highest occupied orbital energy ... -8.23 eV
Structure (SMILES) ... CSS.CN

Geometry as ORCA input:
```
! RIJCOSX wB97M-V def2-TZVPD def2/J DEFGRID3
* xyz 0 1
C -0.93 -1.96 -2.22
N -1.26 -2.44 -0.86
H -0.52 -2.72 -2.89
H -0.29 -1.09 -2.16
H -1.94 -1.73 -2.56
H -2.08 -3.03 -0.88
H -0.54 -3.04 -0.48
C 1.43 3.03 2.48
S 2.18 1.96 1.28
S 0.65 1.09 0.15
H 0.36 2.83 2.49
H 1.61 4.10 2.37
H 1.79 2.67 3.44
H -0.47 0.34 -0.16
*
```

***

Formula: C2H9NSi
Source: OMol25
Level of theory: the ωB97M-V functional and the def2-TZVPD basis

Properties
Relative energy (zero: lowest compared OMol25 entry of this formula, charge and spin) ... 112.98 kcal per mole
Highest occupied orbital energy (spin up / spin down) ... -7.23 / -9.09 eV

Geometry as ORCA input:
```
! RIJCOSX wB97M-V def2-TZVPD def2/J DEFGRID3
* xyz 0 1
C 1.92 -0.76 -0.60
C -2.16 0.44 0.51
N 0.61 -1.02 0.02
Si -0.25 0.43 0.46
H 2.61 -1.46 -0.11
H 2.04 -0.90 -1.69
H 2.21 0.30 -0.24
H -2.42 -0.69 0.62
H -2.53 1.11 1.38
H -2.56 1.03 -0.32
H 0.38 -1.95 -0.34
H -0.17 2.61 -1.48
H 0.31 0.87 1.79
*
```

***

Formula: C2H9O5
Source: OMol25
Level of theory: the ωB97M-V functional and the def2-TZVPD basis

Properties
Relative energy (zero: lowest compared OMol25 entry of this formula, charge and spin) ... 35.98 kcal per mole
Highest occupied orbital energy ... -5.15 eV

Geometry as ORCA input:
```
! RIJCOSX wB97M-V def2-TZVPD def2/J DEFGRID3
* xyz -1 1
O -0.27 1.17 -0.05
C 1.10 1.15 -0.25
O 1.83 2.09 -0.18
C 1.75 -0.16 -0.80
H 2.63 -0.53 -0.27
H 1.10 -1.01 -1.05
H 2.34 0.14 -1.67
H -2.37 0.03 -1.18
H -1.82 -0.55 -2.40
O -2.54 -0.55 -1.93
H -0.32 0.75 2.53
H -1.30 0.84 1.26
O -1.29 0.56 2.23
H 0.03 -1.46 0.58
H -0.49 -0.82 1.78
O -0.37 -1.66 1.38
*
```

***

Formula: C2H9OS
Source: OMol25
Level of theory: the ωB97M-V functional and the def2-TZVPD basis

Properties
Relative energy (zero: lowest compared OMol25 entry of this formula, charge and spin) ... 29.80 kcal per mole
Highest occupied orbital energy (spin up / spin down) ... -3.60 / -10.44 eV
<S²> ... 0.7532

Geometry as ORCA input:
```
! RIJCOSX wB97M-V def2-TZVPD def2/J DEFGRID3
* xyz 0 2
O 2.42 -0.79 0.36
H 3.15 -1.02 -0.23
H 2.88 -0.62 1.19
H 0.17 -1.09 -0.21
C 0.24 1.35 -0.43
S -0.74 -0.12 -0.67
C -1.76 -0.17 0.97
H -0.39 2.22 -0.19
H 0.85 1.19 0.46
H 0.87 1.57 -1.28
H -2.31 0.75 0.92
H -1.11 -0.21 1.84
H -2.34 -1.09 0.96
*
```

***

Formula: C2H9OS
Source: OMol25
Level of theory: the ωB97M-V functional and the def2-TZVPD basis

Properties
Relative energy (zero: lowest compared OMol25 entry of this formula, charge and spin) ... 27.03 kcal per mole
Highest occupied orbital energy ... -15.09 eV

Geometry as ORCA input:
```
! RIJCOSX wB97M-V def2-TZVPD def2/J DEFGRID3
* xyz 1 1
O -2.20 0.30 1.86
H -3.16 0.25 1.92
H -1.98 0.06 2.77
H 1.80 -1.13 -0.93
C -0.41 -0.40 -1.58
S 0.62 -0.94 -0.24
C 1.65 0.55 0.41
H -0.24 -1.08 -2.51
H -1.55 -0.35 -1.31
H -0.13 0.66 -1.91
H 1.01 1.38 0.69
H 2.37 0.56 -0.43
H 2.21 0.14 1.26
*
```

***

Formula: C2H9OS
Source: OMol25
Level of theory: the ωB97M-V functional and the def2-TZVPD basis

Properties
Relative energy (zero: lowest compared OMol25 entry of this formula, charge and spin) ... 4.22 kcal per mole
Highest occupied orbital energy ... -15.67 eV

Geometry as ORCA input:
```
! RIJCOSX wB97M-V def2-TZVPD def2/J DEFGRID3
* xyz 1 1
O 2.53 -0.59 0.60
H 2.81 -0.39 1.49
H 3.37 -0.58 0.13
H 0.77 0.71 -0.40
C -0.97 0.58 1.14
S -0.53 1.02 -0.60
C -1.06 -0.40 -1.53
H -2.03 0.81 1.17
H -0.78 -0.48 1.25
H -0.48 1.22 1.86
H -0.80 -1.30 -1.00
H -0.69 -0.24 -2.54
H -2.15 -0.38 -1.59
*
```

***

Formula: C2H9OS
Source: OMol25
Level of theory: the ωB97M-V functional and the def2-TZVPD basis

Properties
Relative energy (zero: lowest compared OMol25 entry of this formula, charge and spin) ... 56.87 kcal per mole
Highest occupied orbital energy ... -16.13 eV

Geometry as ORCA input:
```
! RIJCOSX wB97M-V def2-TZVPD def2/J DEFGRID3
* xyz 1 1
O 0.95 -1.23 -1.64
H 1.50 -2.01 -1.55
H 3.85 -2.59 -3.18
H 0.79 -1.09 -2.58
C -2.14 0.78 0.16
C -0.85 0.12 0.44
S 0.51 0.69 1.15
H -2.82 -0.03 0.46
H -2.46 1.68 0.71
H -2.17 1.15 -0.86
H 3.23 -2.72 -2.82
H -0.73 -0.74 -0.22
H 1.26 0.15 0.14
*
```

***

Formula: C2HAgFO2
Source: OMol25
Level of theory: the ωB97M-V functional and the def2-TZVPD basis

Properties
Relative energy (zero: lowest compared OMol25 entry of this formula, charge and spin) ... 78.38 kcal per mole
Highest occupied orbital energy (spin up / spin down) ... -9.28 / -8.37 eV
<S²> ... 0.7714

Geometry as ORCA input:
```
! RIJCOSX wB97M-V def2-TZVPD def2/J DEFGRID3
* xyz 0 2
C 0.12 0.07 0.93
C 1.33 -0.50 0.97
O 2.29 -1.12 1.16
Ag -1.77 -0.30 -2.09
F -0.81 -0.47 0.08
H -0.24 0.71 1.73
O -0.92 1.61 -2.79
*
```